Entry 1:
Below is a molecular structure, C29H24N5Ti, with properties calculated with ωB97M-V/def2-TZVPD.

Structure (XYZ):
```
59
Properties=species:S:1:pos:R:3:forces:R:3
Ti 0.3222 0.2849 -0.3222 0.4 -0.1 0.1
C -2.9185 -0.2987 -2.7997 0.0 0.0 0.0
C -2.7229 -0.4753 -1.2990 0.0 0.0 0.0
C -4.0409 -0.3191 -0.5781 -0.1 0.0 0.0
C -4.2317 -0.3498 0.7501 0.0 0.0 0.0
C -3.1866 -0.4605 1.7315 0.1 0.0 0.0
C -1.9408 0.0308 1.5586 -0.2 -0.1 0.0
N -1.5067 0.7805 0.4743 0.2 0.0 0.1
C -0.7586 -0.1465 2.4346 0.0 -0.1 0.1
C -0.7363 -0.4109 3.7892 0.0 0.0 -0.1
C 0.4994 -0.6193 4.3932 0.0 0.0 0.0
C 1.6730 -0.5795 3.6477 0.0 0.0 -0.1
C 1.5911 -0.3131 2.2922 0.1 0.0 0.1
N 0.3904 -0.0906 1.7260 0.0 0.0 -0.4
C 2.7251 -0.3154 1.3320 0.0 0.0 0.3
C 4.0436 -0.5077 1.6699 -0.2 0.0 0.0
C 4.9909 -0.5533 0.6462 0.1 0.0 0.0
C 4.5917 -0.4416 -0.6710 0.0 0.0 0.0
C 3.2441 -0.2529 -0.9605 0.2 0.0 0.0
C 2.7382 -0.2116 -2.3697 -0.1 0.0 0.0
N 2.3493 -0.1589 0.0367 -0.4 0.1 -0.1
H -3.3939 0.6557 -3.0277 0.0 0.0 0.0
H -3.5848 -1.0972 -3.1290 0.0 0.0 0.0
H -1.9839 -0.3911 -3.3455 0.0 0.0 0.0
H -4.9010 -0.1907 -1.2247 0.0 0.0 0.0
H -5.2503 -0.3290 1.1210 0.0 0.0 0.0
H -3.4227 -0.9207 2.6841 0.0 0.0 0.0
H -1.6476 -0.4413 4.3697 0.0 0.0 0.0
H 0.5485 -0.8211 5.4553 0.0 0.0 0.0
H 2.6245 -0.7657 4.1238 0.0 0.0 0.0
H 4.3480 -0.6276 2.6993 0.0 0.0 0.0
H 6.0361 -0.6992 0.8866 0.0 0.0 0.0
H 5.3093 -0.5123 -1.4774 0.0 0.0 0.0
H 3.1627 0.6220 -2.9311 0.0 0.0 0.0
H 1.6403 -0.1586 -2.4376 0.0 0.0 0.0
H 3.0142 -1.1291 -2.8929 0.0 0.0 0.0
C 0.8264 4.7844 -0.2661 0.0 0.0 0.0
C 1.5228 3.8233 -0.9685 0.0 0.0 0.0
C 0.8484 2.6908 -1.4380 0.0 -0.1 0.0
C -0.5064 2.5298 -1.1324 0.1 -0.2 0.0
C -1.2143 3.4907 -0.4036 0.1 0.1 0.0
C -0.5423 4.6262 -0.0069 0.0 0.0 0.0
N -1.0914 1.3098 -1.6254 -0.2 0.5 0.0
N -1.8574 0.6644 -0.7700 0.0 -0.2 0.0
C -1.8527 -1.6897 -1.0132 -0.1 -0.1 0.0
C -2.3793 -2.9652 -1.0495 0.0 0.0 0.0
C -1.5326 -4.0651 -0.9356 0.0 0.0 0.0
C -0.1644 -3.8901 -0.7792 0.0 0.0 0.0
C 0.3716 -2.6110 -0.7200 0.0 0.0 0.0
C -0.4650 -1.4917 -0.8429 0.1 0.1 -0.1
H 1.3277 5.6843 0.0634 0.0 0.0 0.0
H 2.5663 3.9676 -1.2132 0.0 0.0 0.0
H 1.3354 2.0161 -2.1377 0.0 0.0 -0.1
H -2.2671 3.3666 -0.1866 0.0 0.0 0.0
H -1.0777 5.4097 0.5128 0.0 0.0 0.0
H -3.4444 -3.1170 -1.1802 0.0 0.0 0.0
H -1.9469 -5.0635 -0.9772 0.0 0.0 0.0
H 0.4869 -4.7501 -0.7017 0.0 0.0 0.0
H 1.4410 -2.5061 -0.5842 0.0 0.0 0.0
```
Positions in Å, forces in eV/Å.

As for the LUMO energy: -11.341 eV. Its net charge is +3. Its energy is -2241.7201 a.u. For the HOMO energy, the calculation gives -17.72 eV. For the orbital gap, the calculation gives 6.38 eV.

natural (NBO) charges, unit e, in atom order:
1. Ti 1.68
2. C -0.62
3. C 0.07
4. C -0.13
5. C -0.19
6. C -0.10
7. C 0.06
8. N -0.28
9. C 0.30
10. C -0.21
11. C -0.06
12. C -0.18
13. C 0.20
14. N -0.54
15. C 0.18
16. C -0.18
17. C -0.06
18. C -0.21
19. C 0.29
20. C -0.64
21. N -0.57
22. H 0.25
23. H 0.27
24. H 0.25
25. H 0.26
26. H 0.28
27. H 0.27
28. H 0.27
29. H 0.27
30. H 0.26
31. H 0.26
32. H 0.27
33. H 0.27
34. H 0.28
35. H 0.20
36. H 0.29
37. C -0.14
38. C -0.16
39. C -0.31
40. C 0.11
41. C -0.23
42. C -0.12
43. N -0.27
44. N 0.17
45. C -0.02
46. C -0.19
47. C -0.10
48. C -0.20
49. C -0.11
50. C -0.46
51. H 0.26
52. H 0.26
53. H 0.26
54. H 0.25
55. H 0.26
56. H 0.25
57. H 0.26
58. H 0.26
59. H 0.22


Entry 2:
Below is a molecular structure, C29H24N8O4PS5Sc in a non-equilibrium geometry, with properties calculated with ωB97M-V/def2-TZVPD.

Structure (XYZ):
```
72
Properties=species:S:1:pos:R:3:forces:R:3
Sc 0.7804 -0.6033 -0.4214 0.3 0.6 1.4
N 3.7216 -2.6077 1.6004 0.1 0.2 0.1
N 3.4769 -3.8179 0.9556 0.0 0.0 0.1
C 2.7347 -3.9720 -0.1386 -0.2 0.0 -0.3
N 2.5871 -5.1841 -0.6614 0.1 -0.1 0.0
N 2.1496 -2.8478 -0.6104 0.1 0.3 0.2
N 1.6126 -2.8235 -1.8099 0.5 -0.9 -0.6
O 0.9647 -1.7734 -2.0485 -0.2 -0.9 -1.2
O 1.7493 -3.6899 -2.6514 -0.2 0.2 0.0
H 2.8392 -2.2071 1.9060 -0.1 -0.1 0.0
H 4.1596 -1.9554 0.9576 0.0 0.0 0.0
H 3.8664 -4.6233 1.4157 0.0 -0.1 -0.1
H 2.9505 -5.9993 -0.1995 0.0 0.0 0.0
H 2.0969 -5.2795 -1.5359 0.0 0.0 0.0
O -0.4673 2.4851 2.2122 -0.1 0.0 0.0
C -1.0440 1.8835 1.3454 0.1 0.1 0.1
N -0.5592 0.7823 0.6363 -0.3 -0.1 -0.2
C -1.5013 0.3753 -0.2278 -0.1 0.3 0.7
O -1.2757 -0.6200 -0.9600 0.1 -0.1 -0.4
C -2.6982 1.2449 -0.1707 -0.1 0.2 0.0
C -3.8648 1.2918 -0.9049 0.1 -0.1 0.0
C -4.7679 2.3085 -0.6015 -0.1 -0.1 -0.1
C -4.4971 3.2355 0.3958 0.0 0.1 0.1
C -3.3054 3.1906 1.1190 0.0 0.0 0.0
C -2.4175 2.1855 0.8128 -0.1 -0.2 -0.2
H -4.0647 0.5687 -1.6843 0.0 0.0 0.0
H -5.6940 2.3725 -1.1576 0.0 0.0 0.0
H -5.2177 4.0143 0.6080 0.0 0.0 0.0
H -3.0764 3.9187 1.8853 0.0 0.0 0.0
S -3.1537 -5.5397 -1.3969 0.0 -0.2 -0.2
C -2.4829 -4.4664 -0.3514 0.2 0.1 0.1
S -0.7534 -4.2843 -0.1442 -0.3 0.5 0.4
C -1.0199 -2.9265 0.9887 -0.2 -1.1 -0.5
N -2.2683 -2.7343 1.1953 -0.1 0.7 0.4
N -3.0801 -3.5650 0.4765 0.4 -0.5 -0.3
C -4.4817 -3.3113 0.5376 -0.2 0.1 0.1
C -5.4097 -4.3440 0.5570 0.1 0.1 0.0
C -6.7611 -4.0350 0.5887 0.0 0.0 0.0
C -7.1854 -2.7153 0.6025 -0.1 0.0 0.0
C -6.2503 -1.6912 0.6041 0.0 0.0 0.0
C -4.8987 -1.9874 0.5780 0.1 0.0 -0.1
S 0.2727 -2.0906 1.7519 0.2 0.4 0.2
H -5.0895 -5.3725 0.5356 0.1 0.0 0.0
H -7.4846 -4.8391 0.5947 0.0 0.0 0.0
H -8.2428 -2.4862 0.6190 0.0 0.0 0.0
H -6.5710 -0.6573 0.6113 0.0 0.0 0.0
H -4.1520 -1.2087 0.5730 0.0 0.1 0.0
S 0.9370 1.5903 -1.9664 0.2 -0.3 0.2
P 2.7144 1.6214 -1.0409 0.4 0.8 0.0
S 3.5337 -0.2001 -0.9127 -0.5 0.0 0.1
C 2.6083 2.2754 0.6679 0.1 -0.2 -0.3
C 2.7204 3.6417 0.9020 -0.1 -0.1 0.0
C 2.6785 4.1218 2.2014 0.0 0.1 -0.1
C 2.5120 3.2465 3.2631 0.0 0.0 0.1
C 2.3753 1.8877 3.0313 0.0 -0.1 0.0
C 2.4371 1.4025 1.7375 0.0 0.1 -0.1
C 3.8064 2.7897 -1.9030 -0.2 -0.1 0.1
C 5.1537 2.8365 -1.5579 -0.1 0.0 -0.1
C 5.9907 3.7342 -2.1983 0.1 0.0 0.1
C 5.4845 4.5833 -3.1737 0.0 0.0 0.0
C 4.1396 4.5415 -3.5070 0.0 0.0 0.0
C 3.2951 3.6411 -2.8746 0.1 -0.1 0.1
H 2.8389 4.3210 0.0669 0.0 0.0 0.0
H 2.7768 5.1850 2.3777 0.0 0.0 0.0
H 2.4789 3.6253 4.2758 0.0 0.0 0.0
H 2.2177 1.2021 3.8529 0.0 0.0 0.0
H 2.3698 0.3319 1.5613 0.1 0.0 0.1
H 5.5345 2.1660 -0.7972 0.1 0.0 0.0
H 7.0399 3.7758 -1.9373 0.0 0.0 0.0
H 6.1446 5.2815 -3.6715 0.0 0.0 0.0
H 3.7417 5.2083 -4.2604 0.0 0.0 0.0
H 2.2441 3.5912 -3.1247 0.0 0.0 -0.1
```
Positions in Å, forces in eV/Å.

As for the LUMO energy: -1.017 eV. Its net charge is 0. Its energy is -4951.6700 a.u. For the HOMO energy, the calculation gives -7.66 eV. The calculation puts the energy relative to the best compared isomer or geometry (same formula, charge and spin) at 30.57 kcal per mole. For the orbital gap, the calculation gives 6.64 eV.

Mulliken charges, unit e, in atom order:
1. Sc -0.70
2. N -0.74
3. N -0.03
4. C 0.63
5. N -0.33
6. N 0.02
7. N 1.32
8. O -0.55
9. O -0.74
10. H 0.25
11. H 0.33
12. H 0.17
13. H 0.18
14. H 0.19
15. O -0.62
16. C -0.32
17. N 0.59
18. C 0.96
19. O -0.81
20. C 0.17
21. C -0.21
22. C -0.64
23. C -0.51
24. C -0.37
25. C -0.08
26. H 0.54
27. H 0.47
28. H 0.41
29. H 0.52
30. S -0.35
31. C 0.22
32. S -0.11
33. C 0.45
34. N -0.80
35. N 0.65
36. C 0.05
37. C -0.45
38. C -0.62
39. C -0.46
40. C -0.62
41. C -0.02
42. S -0.45
43. H 0.42
44. H 0.37
45. H 0.38
46. H 0.40
47. H 0.48
48. S -0.56
49. P 2.22
50. S -0.65
51. C 0.56
52. C -0.68
53. C -0.63
54. C -0.58
55. C -0.67
56. C 0.22
57. C 0.23
58. C -0.33
59. C -0.72
60. C -0.38
61. C -0.73
62. C -0.23
63. H 0.47
64. H 0.40
65. H 0.39
66. H 0.43
67. H -0.20
68. H 0.35
69. H 0.39
70. H 0.38
71. H 0.40
72. H 0.32


Entry 3:
Below is a molecular structure, C29H25Br2F4MoN8S3 in a non-equilibrium geometry, with properties calculated with ωB97M-V/def2-TZVPD.

Structure (XYZ):
```
72
Properties=species:S:1:pos:R:3:forces:R:3
Mo 0.3761 -0.8818 -0.8237 0.0 -1.1 0.3
Br 2.6974 1.9542 0.8790 0.0 0.0 0.0
C 2.3502 1.3051 2.6504 0.0 0.0 0.1
Br 0.5200 0.7122 2.8986 0.0 0.1 0.0
H 2.5238 2.1109 3.3525 0.0 -0.1 0.0
H 2.9976 0.4536 2.8357 0.0 0.1 0.0
C 4.4046 -4.0632 -0.5302 0.1 0.0 0.1
C 3.7528 -2.7114 -0.6538 -0.1 0.1 -0.2
S 3.7306 -1.6800 0.7871 0.2 0.0 0.1
C 3.2374 -2.2850 -1.8147 0.0 -0.1 0.0
C 3.3471 -3.1288 -3.0584 -0.1 0.0 0.0
S 2.3922 -0.7379 -2.0296 -0.3 0.0 0.0
H 4.7296 -4.2457 0.4918 0.0 0.0 0.0
H 5.2790 -4.1386 -1.1787 0.0 0.0 0.0
H 3.7182 -4.8596 -0.8216 0.0 0.0 0.0
H 4.3858 -3.3986 -3.2514 0.0 0.0 0.0
H 2.9573 -2.6098 -3.9304 0.0 0.0 0.0
H 2.7869 -4.0589 -2.9385 0.0 0.0 0.0
S -0.9010 -2.5692 -1.8886 0.2 0.1 0.3
C -2.0269 -2.2013 -0.5817 -0.1 -0.1 -0.2
C -3.0638 -3.0138 -0.1431 0.0 0.1 -0.1
C -3.8234 -2.5712 0.9208 -0.1 0.1 0.0
C -3.5281 -1.3513 1.5281 0.0 0.0 -0.1
C -2.4622 -0.6201 1.0513 0.0 0.0 -0.1
N -1.7322 -1.0333 0.0079 0.1 0.0 0.1
H -3.2439 -3.9657 -0.6199 0.0 0.0 0.0
H -4.6408 -3.1781 1.2883 0.0 0.0 0.0
H -4.1120 -0.9789 2.3561 0.0 0.0 0.0
H -2.1826 0.3239 1.5006 0.0 0.0 0.0
F 1.0705 -2.2474 5.3408 -0.2 -0.1 -0.1
C 0.2728 -2.9189 4.5095 0.0 0.3 0.2
C -0.9082 -3.4026 5.0247 0.0 0.0 0.1
F -1.1565 -3.1880 6.3119 0.0 0.0 -0.2
C -1.8607 -4.0742 4.2289 0.2 0.1 -0.1
C -1.4944 -4.2236 2.8759 -0.1 -0.1 -0.2
C -0.3122 -3.7369 2.3698 0.1 -0.2 -0.2
F -0.0292 -4.0408 1.0980 0.0 0.1 0.2
C 0.6163 -3.0425 3.1577 -0.3 0.0 0.0
C 1.8804 -2.5459 2.6323 0.3 0.1 0.5
C 2.0992 -2.0884 1.3725 -0.3 0.5 -0.2
N 1.1128 -1.7452 0.5164 -0.1 0.3 -0.9
C 2.9884 -2.3893 3.5384 -0.1 -0.4 -0.2
N 3.8852 -2.2095 4.2318 0.2 0.1 0.1
F -2.2942 -4.8944 2.0424 0.2 0.0 0.2
C -3.0888 -4.5675 4.7492 -0.2 0.0 0.0
C -3.4551 -4.4569 6.1147 0.1 0.0 -0.2
N -3.8133 -4.4049 7.2068 -0.1 0.0 0.2
C -4.0701 -5.1922 3.9329 0.3 0.1 0.1
N -4.8811 -5.7096 3.3021 -0.2 0.0 -0.1
C -1.1937 4.5767 -0.5011 0.0 0.0 0.0
C -0.6251 3.5784 0.4875 0.0 0.0 0.0
N -0.5248 2.2867 -0.1786 -0.1 -0.1 0.2
C -0.3257 2.1016 -1.4957 -0.2 -0.1 0.1
N -0.2348 0.8414 -1.9375 0.3 0.3 0.1
C -0.3061 0.6741 -3.4017 0.0 -0.2 0.0
C 0.5288 1.7252 -4.1000 0.0 0.0 -0.1
C -0.0123 3.0862 -3.7312 0.0 0.0 0.0
N -0.2640 3.1740 -2.2901 0.0 0.1 0.0
C -0.3428 4.5351 -1.7519 -0.1 0.0 -0.1
H -1.1873 5.5817 -0.0819 0.0 0.0 0.0
H -2.2252 4.3144 -0.7423 0.0 0.0 0.0
H -1.2729 3.4565 1.3550 0.0 0.0 0.0
H 0.3587 3.8969 0.8450 0.0 0.0 0.0
H -0.6122 1.4559 0.3881 0.1 0.1 -0.1
H -1.3559 0.7321 -3.7112 0.0 0.0 0.0
H 0.0489 -0.3266 -3.6516 -0.1 0.1 0.0
H 0.4816 1.5970 -5.1815 0.0 0.0 0.0
H 1.5724 1.6208 -3.7916 0.0 0.0 0.0
H -0.9517 3.2871 -4.2557 0.0 0.0 0.0
H 0.6871 3.8827 -3.9902 0.0 0.0 0.0
H -0.7580 5.1672 -2.5373 0.0 0.0 0.0
H 0.6702 4.8912 -1.5403 0.0 0.0 0.0
```
Positions in Å, forces in eV/Å.

As for the LUMO energy (alpha / beta): -4.415 / -5.215 eV. The multiplicity is 3. Its net charge is +1. Its energy is -8368.1453 a.u. For the HOMO energy (alpha / beta), the calculation gives -10.79 / -11.39 eV. The calculation puts the energy relative to the best compared isomer or geometry (same formula, charge and spin) at 17.53 kcal per mole. The expectation value of S² is 2.116. For the orbital gap (alpha / beta), the calculation gives 6.37 / 6.17 eV.

Mulliken charges, unit e, in atom order:
1. Mo 0.28
2. Br -0.07
3. C -0.46
4. Br -0.03
5. H 0.51
6. H 0.21
7. C -1.59
8. C 0.31
9. S 0.02
10. C 0.91
11. C -1.62
12. S -0.43
13. H 0.42
14. H 0.41
15. H 0.32
16. H 0.38
17. H 0.44
18. H 0.33
19. S -0.36
20. C 0.98
21. C -0.85
22. C -0.25
23. C -1.13
24. C -0.30
25. N 0.10
26. H 0.51
27. H 0.49
28. H 0.48
29. H 0.59
30. F -0.34
31. C 0.00
32. C 0.06
33. F -0.31
34. C 0.31
35. C 0.45
36. C 0.57
37. F -0.52
38. C 0.91
39. C 0.65
40. C -0.26
41. N -0.16
42. C -0.63
43. N -0.51
44. F -0.41
45. C 0.86
46. C -0.14
47. N -0.47
48. C 0.00
49. N -0.54
50. C -0.80
51. C -0.55
52. N 0.42
53. C 0.53
54. N 0.11
55. C -0.88
56. C -0.51
57. C -0.81
58. N 0.16
59. C -0.73
60. H 0.38
61. H 0.33
62. H 0.36
63. H 0.28
64. H -0.37
65. H 0.39
66. H 0.34
67. H 0.41
68. H 0.22
69. H 0.34
70. H 0.48
71. H 0.46
72. H 0.28